2 unconnected molecules or ions with the total composition C4H10NO. Source: the OMol25 dataset; level of theory: ωB97M-V/def2-TZVPD.

Last columns: bonded neighbours and bond lengths (Å).
Element x y z (Å)
1 O -0.32 0.21 -2.37  C3 1.313, H11 0.935
2 N -2.27 -0.72 1.10  C4 1.321, H13 0.929, H16 0.973
3 C 0.20 0.95 -1.42  O1 1.313, C5 1.501, H12 1.097
4 C -1.08 -0.31 0.69  N2 1.321, C6 1.523
5 C 1.65 0.92 -1.05  C3 1.501, H8 1.099, H9 1.212, H15 1.110
6 C 0.05 -0.74 1.63  C4 1.523, H7 1.044, H10 1.158, H14 1.217
7 H -0.16 -1.49 2.32  C6 1.044
8 H 2.37 0.35 -1.65  C5 1.099
9 H 2.09 2.04 -0.91  C5 1.212
10 H 0.60 0.16 2.11  C6 1.158
11 H 0.13 -0.60 -2.52  O1 0.935
12 H -0.46 1.76 -1.12  C3 1.097
13 H -3.01 -0.63 0.55  N2 0.929
14 H 0.86 -1.09 0.80  C6 1.217
15 H 1.64 0.52 -0.01  C5 1.110
16 H -2.31 -1.32 1.87  N2 0.973

Results
F_max: 0.1055 hartree/bohr
total charge: +1
highest occupied orbital energy: -0.4832 hartree
HOMO-LUMO gap: 8.2 eV
energy relative to the best compared isomer or geometry (same formula, charge and spin): 92.82 kcal per mole

In elementary charge units, the natural (NBO) charges are: atom 1 (O): -0.557, atom 2 (N): -0.686, atom 3 (C): 0.511, atom 4 (C): 0.150, atom 5 (C): -0.777, atom 6 (C): -0.733, atom 7 (H): 0.220, atom 8 (H): 0.273, atom 9 (H): 0.302, atom 10 (H): 0.263, atom 11 (H): 0.512, atom 12 (H): 0.237, atom 13 (H): 0.396, atom 14 (H): 0.220, atom 15 (H): 0.290, atom 16 (H): 0.382